A) The following is a quantum chemistry calculation of a 2-piece molecular cluster, C5H10O2 overall, from OMol25.

Summary:
HOMO-LUMO gap (spin up / spin down) in eV: 8.22 / 8.33
Total charge: 0

Each line ends with the natural charge from an NBO analysis.
CARTESIAN COORDINATES (ANGSTROEM)
C 0.470 -1.706 -1.236  -0.163
O -0.448 -1.318 -0.393  -0.345
C -0.753 -0.095 -0.083  0.216
C -1.582 0.309 1.102  -0.108
O -0.746 1.472 1.257  -0.521
C 0.148 1.091 0.185  0.038
C 1.554 0.818 0.695  -0.640
H -0.681 -0.443 -2.604  -0.016
H 1.261 -1.021 -1.517  0.166
H 0.523 -2.775 -1.377  0.185
H -1.092 0.059 -2.187  -0.017
H -1.534 -0.363 1.972  0.179
H -2.627 0.584 0.915  0.186
H 0.166 1.869 -0.591  0.186
H 2.248 0.595 -0.123  0.212
H 1.916 1.712 1.213  0.230
H 1.563 -0.016 1.404  0.213

B) The following is a quantum chemistry calculation of C5H10O2 as an isolated structure, from OMol25.

Summary:
HOMO-LUMO gap (spin up / spin down) in eV: 7.62 / 7.47
Total charge: 0

Each line ends with the natural charge from an NBO analysis.
CARTESIAN COORDINATES (ANGSTROEM)
C 1.394 -0.086 0.890  0.446
C 1.489 0.206 -1.405  -0.254
C -0.714 0.541 1.007  -0.424
C -1.071 -0.185 -0.779  -0.371
C -2.000 0.272 0.280  -0.501
O 1.813 0.595 -0.158  -0.416
O 1.383 -1.445 0.845  -0.704
H 0.763 -1.717 0.152  0.485
H 1.768 0.310 1.825  0.168
H 1.737 0.957 -2.140  0.177
H 1.630 -0.838 -1.656  0.153
H -0.629 0.022 1.955  0.209
H -0.409 1.579 1.023  0.211
H -0.985 0.394 -1.680  0.224
H -0.948 -1.250 -0.918  0.187
H -2.601 1.146 0.032  0.206
H -2.621 -0.501 0.728  0.205

Here are the energies relative to the best structure, in eV: A) 0.000; B) 1.022.

A) The following is a quantum chemistry calculation of one molecule with the formula C5H10O2, from OMol25.

Summary:
HOMO-LUMO gap in eV: 8.70
Structure (SMILES): C/C(=C/O)[C@H](C)O
Total charge: 0

Each line ends with the natural charge from an NBO analysis.
CARTESIAN COORDINATES (ANGSTROEM)
C 1.789 -0.014 0.566  -0.656
C 0.498 0.364 -0.080  -0.124
C 0.202 1.527 -0.788  0.119
O -0.742 2.497 -0.436  -0.670
C -0.630 -0.547 -0.300  0.122
C -1.252 -1.239 0.890  -0.651
O -0.513 -1.507 -1.332  -0.723
H 1.765 0.165 1.647  0.227
H 2.032 -1.066 0.405  0.214
H 2.597 0.603 0.165  0.226
H 1.013 2.095 -1.250  0.169
H -1.472 2.064 0.029  0.475
H -1.113 0.461 -1.028  0.140
H -0.589 -2.035 1.235  0.222
H -1.408 -0.543 1.712  0.210
H -2.200 -1.696 0.607  0.227
H 0.023 -1.130 -2.041  0.472

B) The following is a quantum chemistry calculation of one molecule with the formula C5H10O2, from OMol25.

Summary:
HOMO-LUMO gap in eV: 10.88
Structure (SMILES): OC[C@H]1CCCO1
Total charge: 0

Each line ends with the natural charge from an NBO analysis.
CARTESIAN COORDINATES (ANGSTROEM)
O 2.758 -0.414 -0.944  -0.710
C 1.743 -0.910 -0.108  -0.067
C 0.389 -0.301 -0.399  0.065
C -0.727 -0.805 0.499  -0.422
C -1.781 0.291 0.304  -0.434
C -0.924 1.545 0.033  -0.069
O 0.427 1.094 -0.134  -0.543
H 2.770 0.542 -0.814  0.473
H 1.986 -0.749 0.952  0.160
H 1.694 -1.989 -0.282  0.181
H 0.145 -0.473 -1.462  0.165
H -0.364 -0.817 1.535  0.205
H -1.065 -1.808 0.228  0.218
H -2.452 0.403 1.157  0.217
H -2.409 0.056 -0.558  0.205
H -0.940 2.257 0.865  0.184
H -1.252 2.078 -0.870  0.173

C) The following is a quantum chemistry calculation of a 2-piece molecular cluster, C5H10O2 overall, from OMol25.

Summary:
HOMO-LUMO gap in eV: 9.55
Structure (SMILES): C/C=C\O.CC=O
Total charge: 0

Each line ends with the natural charge from an NBO analysis.
CARTESIAN COORDINATES (ANGSTROEM)
C -1.982 0.384 0.977  -0.642
C -0.880 -0.585 1.294  -0.301
C 0.413 -0.293 1.434  0.129
O 1.012 0.919 1.253  -0.695
H -2.405 0.205 -0.017  0.233
H -1.646 1.427 0.991  0.195
H -2.787 0.296 1.715  0.215
H -1.156 -1.628 1.421  0.208
H 1.150 -1.045 1.701  0.178
H 0.364 1.525 0.867  0.483
C 1.397 -0.760 -1.547  -0.732
C 0.770 0.579 -1.800  0.458
O -0.358 0.893 -1.497  -0.549
H 1.750 -1.183 -2.494  0.233
H 0.689 -1.434 -1.062  0.241
H 2.272 -0.617 -0.900  0.243
H 1.427 1.314 -2.311  0.103

Here are the energies relative to the best structure, in eV: A) 3.567; B) 0.000; C) 0.700.